76
Properties=species:S:1:pos:R:3:mulliken_charge:R:1 method="wB97M-V/def2-TZVPD" relative_energy_kcal_mol=15.5 total_charge=+1 orbital_gap_ev=8.20
H 2.55805 0.79594 -1.26859 0.53
H 4.06493 2.41598 1.50847 0.39
S -5.31246 3.27383 -0.22026 1.24
H -5.65379 -1.67609 -1.67357 0.32
H -2.06653 0.36385 2.58008 0.37
H 4.34333 -5.18014 -2.34292 0.43
C 3.98021 -0.37342 1.71603 -1.11
O 1.62601 -0.51891 3.24366 -0.42
H 4.83987 0.47780 -2.34501 0.40
H 0.08047 1.24774 2.68106 0.20
C -4.61359 -1.89688 -1.47932 -1.09
C 5.09738 -0.09466 -1.46596 -1.34
C 2.88857 -5.56714 0.29386 -1.30
H -4.02761 -1.20622 -2.07302 0.31
C 2.63351 -4.99155 -1.09127 -0.21
H -7.63961 2.97862 -1.71772 0.31
H 3.43754 -4.89626 0.94394 0.31
O -3.03083 -1.07674 0.19464 -0.38
C -8.15055 4.79656 -0.65362 -1.00
H -1.07289 -0.28903 1.28672 -0.13
H 0.77895 2.29285 0.25436 0.35
C 3.65923 0.55542 0.52478 2.03
O -5.66352 1.89397 -0.38007 -0.61
C 0.96074 2.55872 1.29227 -0.36
H 5.77612 0.66839 0.38557 0.48
C -7.33611 4.02574 -1.67342 -0.33
H 5.47160 -2.71271 -2.52949 0.43
H -0.52954 2.86982 2.82340 0.39
O 2.13002 1.89460 1.79925 -0.18
H -7.48246 4.44944 -2.66445 0.27
C 4.47959 -2.26508 -2.57557 -0.95
H 4.41269 0.20928 2.52182 0.49
H 3.36204 -6.53848 0.25160 0.40
H 1.92902 -5.73130 0.77025 0.34
H -7.80736 5.82893 -0.59062 0.27
O -5.58221 3.95408 1.00762 -0.65
O 1.95352 -2.33019 1.48833 -0.38
C -1.82003 0.46984 1.52524 0.05
C -4.29976 -1.68797 0.00339 -0.28
C 4.30877 -1.37709 -1.34356 0.89
C -3.61977 3.52823 -0.63106 -0.72
C -3.07557 0.24395 0.69749 -0.48
H 1.09733 3.62897 1.41856 0.26
H 4.74923 -1.06656 1.40481 0.47
H 1.91525 -4.18396 -1.02432 0.23
P 2.72012 -1.41098 2.53013 0.79
C 3.88679 -4.40675 -1.72794 -0.52
H 4.61139 -4.14991 -0.95735 0.32
H -3.04590 0.93358 -0.13817 0.10
O 3.43125 -2.23216 3.48557 -0.76
H -3.02192 3.09298 0.16557 -0.01
H -9.20338 4.78821 -0.93466 0.39
C 2.64101 0.04439 -0.47593 -1.71
H -3.40736 3.04050 -1.57904 0.34
H -4.30683 -2.64704 0.50930 0.37
H 6.13757 -0.36535 -1.58114 0.45
H -5.10469 -1.10798 0.44149 0.26
H 4.73975 -1.94086 -0.51380 -0.01
H 1.09224 -1.95068 1.23063 0.26
H -4.39348 -2.91794 -1.75646 0.32
O 2.94110 -1.18858 -1.05797 -0.18
H 3.02883 2.57029 0.08180 0.71
C 3.23522 1.95538 0.96115 -1.99
O 3.52670 -3.29181 -2.53924 -0.40
H -8.06273 4.36008 0.33993 0.31
O -1.30611 1.76650 1.24731 -0.10
C -0.23278 2.11084 2.10922 -0.66
H 2.24627 -5.77806 -1.72139 0.31
N 4.97169 0.76554 -0.23385 0.10
H 1.38254 -1.00603 4.05585 0.31
H 1.67372 0.02205 0.00697 0.34
H 4.99076 1.74274 -0.53696 0.45
H 4.36526 -1.69644 -3.49213 0.42
O -5.91262 4.10678 -1.43352 -0.28
H -3.44067 4.59846 -0.68988 0.44
H -3.93349 0.43004 1.33112 0.36



76
Properties=species:S:1:pos:R:3:mulliken_charge:R:1 method="wB97M-V/def2-TZVPD" relative_energy_kcal_mol=51.5 orbital_gap_ev=6.79
C -26.87717 -8.08273 6.62570 -0.73
C -28.03573 -11.92795 5.83734 1.37
C -24.61154 -13.75460 6.32455 -0.27
H -20.29813 -13.30226 3.32679 0.39
H -24.08135 -12.90825 6.76124 0.31
H -22.52353 -8.16637 8.49223 0.20
C -24.42897 -14.85044 0.76617 -1.43
H -24.40759 -9.39468 5.28980 -0.07
O -22.10444 -14.39486 3.76266 -0.29
H -30.13186 -11.71074 5.20195 0.40
H -27.39738 -8.72358 5.91380 0.24
H -22.92836 -5.15825 8.10577 0.43
C -20.47845 -15.13352 2.12202 -1.19
H -24.22459 -13.49378 2.49831 -0.31
H -24.28034 -3.57850 2.50767 0.37
H -23.83112 -10.92912 5.27489 0.33
H -27.71897 -12.11001 4.81041 -0.45
H -25.84367 -5.23977 2.64316 0.46
H -24.35155 -5.97619 2.96960 0.08
O -23.75446 -14.38886 5.37101 -0.36
H -25.02512 -14.52953 6.96994 0.36
H -23.40905 -4.17816 4.02812 0.24
O -26.24251 -6.89413 6.14311 -0.33
H -24.95275 -10.40450 4.13361 0.34
H -29.71712 -10.72883 6.58937 0.35
H -27.40100 -13.97792 6.22440 0.21
H -25.45118 -10.58023 5.65783 0.24
H -20.61777 -7.65582 2.92360 0.30
H -27.58204 -8.01619 7.45445 0.48
H -29.03994 -13.90446 5.85188 0.41
H -24.41975 -14.97688 -0.31644 0.36
O -25.13630 -11.04612 2.48791 -0.78
H -19.85788 -15.75860 2.76410 0.33
H -29.09683 -10.31533 4.96732 0.23
C -22.46320 -7.12283 5.62783 0.72
H -25.32642 -15.39306 1.06324 0.37
O -22.31977 -6.08073 6.47856 -0.38
H -21.75103 -8.84290 3.81064 0.24
H -28.34160 -9.74530 1.10875 0.31
C -25.91743 -11.71924 1.78572 0.80
C -21.50011 -7.81646 3.54309 -0.56
H -22.33744 -7.55577 2.89579 0.19
C -22.96403 -6.17942 7.72624 0.00
H -21.23074 -15.71532 1.58942 0.23
C -22.32172 -7.11837 8.71371 -1.14
H -23.53900 -12.87409 1.04035 0.28
O -22.63827 -12.42738 4.82373 -0.68
H -21.25094 -6.91649 8.68568 0.31
C -22.78974 -13.64453 4.70534 0.75
H -27.00037 -9.45292 2.24268 0.21
H -22.57359 -7.03077 9.77059 0.41
H -28.66836 -13.41546 7.45067 0.31
C -29.32765 -11.13001 5.65370 -1.56
O -27.08563 -11.36105 1.34151 -0.40
C -25.06574 -5.27772 3.40570 -0.14
O -23.20394 -8.08963 5.78497 -0.71
H -21.59430 -13.27779 2.19337 0.14
O -25.64317 -12.88318 1.25353 -0.29
C -24.34860 -3.91523 3.54210 -1.17
C -25.91635 -6.86713 4.83496 0.72
O -27.08338 -11.14398 6.48076 -0.96
H -26.13414 -8.65785 7.17819 0.24
N -24.64354 -10.35699 5.09393 0.80
O -25.43867 -5.68234 4.69960 -0.29
H -25.48252 -13.31925 5.83469 -0.14
C -21.06852 -13.93497 2.88602 -0.08
H -28.41252 -10.59773 2.62686 0.20
H -24.83246 -3.15045 4.14962 0.30
H -19.73780 -14.71021 1.44353 0.40
C -27.72262 -10.18859 1.88879 -0.44
C -24.36345 -13.47932 1.41728 0.56
O -21.47641 -6.98326 4.74432 -0.37
H -24.03845 -6.36103 7.69899 0.05
C -28.28443 -13.37391 6.43136 -1.30
H -23.71970 -15.61378 1.08611 0.31
O -25.88987 -7.84495 4.06090 -0.42



70
Properties=species:S:1:pos:R:3:mulliken_charge:R:1 method="wB97M-V/def2-TZVPD" orbital_gap_ev=9.68
H 0.85824 0.40217 4.02866 0.36
H 3.21686 -6.56392 0.27011 0.33
C -0.02919 -0.63226 0.90601 -0.63
O -1.26289 -1.33830 -1.17041 -0.44
C 2.79513 4.14852 -3.06095 -0.42
H 1.01594 5.12872 0.42503 0.23
H -1.41340 -0.47722 2.56706 -0.07
C -0.01096 -1.13687 -1.70570 0.19
H -4.40035 0.89291 0.26385 0.43
O 1.25364 -7.20300 0.39253 -0.39
O 1.10749 4.06741 -1.31107 -0.18
H -1.87305 2.39139 2.20039 0.19
C 0.72505 0.08378 -3.81503 -0.65
H -0.29051 1.01222 -2.10523 0.17
H -0.58535 -6.24208 3.03128 0.37
C -3.59364 0.43773 0.85134 -0.89
H -3.13799 4.30464 1.89759 0.24
H -3.29934 0.32682 3.06716 0.36
C 2.21737 -6.26786 -0.06633 -0.67
H 1.76067 -6.54816 2.29742 0.31
C -0.32362 -0.46985 2.44340 0.06
H -0.52431 -5.52995 -0.48066 0.43
H 0.82515 -8.04635 2.18940 0.38
H -1.90319 -4.70448 0.29585 0.32
H 0.88345 5.15989 -3.06843 0.36
C 1.32151 4.22270 -2.71136 -0.44
C -2.93717 2.39051 2.46094 -0.31
H 0.04909 -0.63979 -4.29567 0.39
H 2.00010 -5.25508 0.27852 0.26
H 1.61861 6.06018 -0.95663 0.36
H -3.84348 -0.63443 0.94812 0.28
H -0.30983 1.55187 3.38866 0.23
C 0.42494 0.20082 -2.29599 0.11
H -2.98363 2.62825 3.54576 0.31
H 5.12059 4.32822 -1.57356 0.33
H -0.11848 5.66143 -0.83342 0.31
C -0.81068 -4.74254 0.21924 -0.44
C 0.38365 0.75003 3.09778 -1.25
N -3.69315 3.46672 1.75676 -0.70
H 1.75749 -0.26858 -3.95545 0.33
H 1.17359 1.17155 2.46149 0.30
H -1.96657 -1.54111 0.74557 0.50
H -0.45356 -3.78912 -0.16867 -0.09
O 0.80276 -2.02250 -1.69142 -0.56
H -1.18550 -6.79320 1.46055 0.35
O 3.52365 5.24173 -2.51593 -0.39
H 4.51600 5.82660 -0.83664 0.25
H 2.89882 4.20720 -4.14887 0.35
C 0.89830 5.30097 -0.64490 -0.87
H 3.59630 4.32439 -0.64200 0.27
H 0.59330 -1.53281 0.82019 0.36
H 0.48638 0.25856 0.51165 0.26
H -1.60391 1.38161 0.41366 0.40
C -1.38399 -0.80297 0.16960 -0.12
H -2.45193 0.66346 -0.94676 0.38
C -3.63821 1.02953 2.28946 -0.79
H -4.54279 3.56948 2.30138 0.26
C -2.22511 0.52388 0.12371 -0.72
C 4.21977 4.90080 -1.32907 -0.70
H 1.37245 0.47741 -1.81110 0.22
C 0.94040 -7.04272 1.76836 -0.47
H 0.04479 -1.37378 2.95132 0.47
H 0.87660 1.40326 -5.25672 0.27
H 0.80388 3.39934 -3.20584 0.22
H -4.70622 1.20533 2.52190 0.49
H 3.22333 3.19607 -2.73367 0.29
C -0.35805 -6.28150 1.96092 -0.59
H 2.19808 -6.27445 -1.15535 0.24
O 0.60405 1.39728 -4.33907 -0.46
O -0.24740 -4.94050 1.50932 -0.27